Entry from the Open Molecules 2025 dataset: C31H80InN3O17P5 as an isolated structure (ωB97M-V/def2-TZVPD).

Last column: Löwdin charge in e.
CARTESIAN COORDINATES (ANGSTROEM)
1 C 1.588 -1.632 0.116  -0.05
2 C 0.908 -2.282 -1.151  -0.55
3 O 1.506 -2.103 -2.246  -0.07
4 N -0.265 -3.067 -1.123  -0.17
5 C -0.826 -3.295 -2.467  -0.19
6 In -1.724 -2.368 0.285  0.51
7 C -3.834 -2.424 -0.545  -0.32
8 C -4.557 -1.018 -0.543  -0.32
9 C -6.122 -1.173 -0.873  -0.22
10 C -6.900 -2.083 0.174  -0.29
11 N -7.141 -3.477 -0.286  -0.04
12 P -1.610 -4.042 2.251  0.46
13 N -1.614 -5.521 1.545  -0.48
14 H 0.917 -1.555 1.011  0.02
15 H 1.949 -0.619 -0.204  0.08
16 H 2.433 -2.327 0.413  0.09
17 H -1.321 -2.390 -2.924  0.08
18 H -0.094 -3.728 -3.207  0.06
19 H -1.633 -4.085 -2.342  0.08
20 H -1.373 -0.737 0.949  -0.09
21 H -3.802 -2.865 -1.588  0.03
22 H -4.404 -3.129 0.136  0.01
23 H -4.437 -0.427 0.405  0.09
24 H -4.128 -0.381 -1.379  0.10
25 H -6.570 -0.139 -0.816  0.09
26 H -6.212 -1.550 -1.941  0.10
27 H -7.879 -1.588 0.419  0.09
28 H -6.278 -2.132 1.123  0.12
29 H -6.284 -4.029 -0.277  0.05
30 H -7.490 -3.413 -1.245  0.05
31 H -0.340 -3.922 2.924  -0.10
32 H -2.717 -3.884 3.163  -0.08
33 H -2.411 -6.062 1.900  -0.10
34 O 3.563 -9.670 -3.606  -0.25
35 P 2.589 -8.660 -4.208  0.68
36 O 1.163 -9.380 -3.758  -0.23
37 C 0.838 -9.469 -2.378  -0.30
38 C 0.440 -8.123 -1.800  -0.07
39 O 2.660 -9.193 -5.777  -0.23
40 C 3.744 -10.001 -6.219  -0.31
41 C 3.437 -11.481 -6.041  -0.08
42 O 1.709 -7.333 -4.828  -0.19
43 C 1.908 -6.034 -4.274  -0.30
44 C 3.328 -5.754 -3.832  -0.08
45 H 1.672 -9.901 -1.815  0.11
46 H -0.004 -10.161 -2.295  0.12
47 H 1.306 -7.456 -1.745  0.07
48 H 0.038 -8.232 -0.792  0.08
49 H -0.313 -7.642 -2.427  0.09
50 H 4.666 -9.718 -5.709  0.10
51 H 3.898 -9.792 -7.281  0.11
52 H 2.999 -11.699 -5.067  0.07
53 H 4.343 -12.078 -6.162  0.07
54 H 2.708 -11.807 -6.789  0.07
55 H 1.213 -5.887 -3.444  0.09
56 H 1.628 -5.313 -5.046  0.12
57 H 3.651 -6.458 -3.054  0.07
58 H 3.405 -4.744 -3.424  0.09
59 H 4.021 -5.848 -4.672  0.08
60 O 2.306 4.209 -4.566  -0.24
61 P 3.352 3.634 -3.614  0.68
62 O 2.377 2.531 -2.855  -0.22
63 C 1.855 1.439 -3.602  -0.29
64 C 2.922 0.410 -3.918  -0.09
65 O 3.309 4.840 -2.477  -0.23
66 C 2.793 6.126 -2.808  -0.30
67 C 1.301 6.210 -2.529  -0.07
68 O 4.671 3.008 -2.717  -0.20
69 C 5.772 2.415 -3.396  -0.31
70 C 6.109 3.062 -4.724  -0.09
71 H 1.378 1.796 -4.519  0.11
72 H 1.079 0.976 -2.989  0.12
73 H 3.639 0.810 -4.645  0.06
74 H 2.481 -0.492 -4.343  0.08
75 H 3.474 0.138 -3.017  0.08
76 H 3.023 6.376 -3.845  0.10
77 H 3.316 6.858 -2.187  0.11
78 H 0.761 5.334 -2.889  0.07
79 H 0.873 7.102 -2.991  0.08
80 H 1.122 6.263 -1.451  0.07
81 H 5.581 1.347 -3.529  0.10
82 H 6.637 2.496 -2.731  0.12
83 H 5.267 3.003 -5.424  0.07
84 H 6.963 2.563 -5.184  0.08
85 H 6.352 4.119 -4.588  0.08
86 O 4.532 9.014 1.941  -0.24
87 P 5.555 8.062 2.558  0.68
88 O 4.581 6.735 2.757  -0.22
89 C 4.065 6.076 1.609  -0.29
90 C 5.136 5.288 0.879  -0.07
91 O 5.504 8.651 4.105  -0.22
92 C 4.982 9.950 4.369  -0.30
93 C 3.489 9.898 4.654  -0.08
94 O 6.898 7.141 3.088  -0.19
95 C 8.001 6.929 2.213  -0.31
96 C 8.305 8.097 1.298  -0.09
97 H 3.588 6.796 0.937  0.10
98 H 3.288 5.392 1.958  0.12
99 H 5.852 5.964 0.401  0.06
100 H 4.697 4.660 0.102  0.07
101 H 5.688 4.652 1.575  0.08
102 H 5.210 10.629 3.547  0.10
103 H 5.502 10.339 5.249  0.11
104 H 2.954 9.265 3.946  0.07
105 H 3.058 10.900 4.628  0.07
106 H 3.310 9.473 5.646  0.07
107 H 7.830 6.020 1.630  0.10
108 H 8.873 6.734 2.844  0.12
109 H 7.455 8.328 0.646  0.07
110 H 9.163 7.868 0.663  0.08
111 H 8.530 8.996 1.879  0.09
112 O -7.421 1.630 6.828  -0.24
113 P -7.627 0.899 5.503  0.68
114 O -7.522 -0.663 6.056  -0.22
115 C -8.514 -1.153 6.940  -0.30
116 C -9.831 -1.405 6.231  -0.08
117 O -6.088 1.056 4.915  -0.22
118 C -5.205 2.043 5.441  -0.30
119 C -4.390 1.491 6.600  -0.08
120 O -8.027 0.307 3.947  -0.19
121 C -9.284 0.643 3.370  -0.31
122 C -9.781 2.032 3.713  -0.09
123 H -8.652 -0.465 7.780  0.11
124 H -8.138 -2.095 7.348  0.12
125 H -10.296 -0.460 5.934  0.06
126 H -10.531 -1.933 6.881  0.08
127 H -9.675 -1.999 5.328  0.08
128 H -5.759 2.938 5.729  0.10
129 H -4.529 2.339 4.636  0.12
130 H -4.999 0.922 7.303  0.07
131 H -3.892 2.300 7.139  0.07
132 H -3.624 0.805 6.228  0.08
133 H -10.023 -0.110 3.658  0.10
134 H -9.167 0.565 2.286  0.12
135 H -9.914 2.155 4.795  0.07
136 H -10.743 2.220 3.234  0.08
137 H -9.069 2.791 3.379  0.09

Summary:
Net charge: -1
HOMO level: -4.065 eV
Calculated total energy: -4569.333509 hartree
Frontier orbital gap: 4.31 eV
ΔE to the lowest compared entry with this formula, charge and spin: 193.7 kcal/mol
E_LUMO: 0.009 Eh
Strongest force on any atom: 8.84 eV/A



Entry from the Open Molecules 2025 dataset: a 7-piece molecular cluster, C31H80N6O7 overall (ωB97M-V/def2-TZVPD).

Last column: Löwdin spin population.
CARTESIAN COORDINATES (ANGSTROEM)
1 C 5.079 -0.967 30.920  0.00
2 C 4.114 -0.376 31.847  0.00
3 C 2.636 -0.844 31.505  0.00
4 O 2.081 -0.025 30.466  0.00
5 C 0.827 -0.466 29.893  0.00
6 N 4.526 -0.564 33.203  0.00
7 H 4.741 -0.679 29.925  0.00
8 H 5.263 -2.041 30.883  0.00
9 H 6.106 -0.665 31.127  0.00
10 H 4.083 0.709 31.751  0.00
11 H 2.059 -0.790 32.428  0.00
12 H 2.650 -1.913 31.290  0.00
13 H 0.644 -0.115 28.878  0.00
14 H -0.020 -0.099 30.474  0.00
15 H 0.892 -1.554 29.909  0.00
16 H 5.387 -0.095 33.446  0.00
17 H 3.733 -0.136 33.659  0.00
18 C -0.912 0.997 26.161  0.00
19 C -0.991 1.687 24.868  0.00
20 C -0.887 0.723 23.558  0.00
21 O -1.036 1.576 22.411  0.00
22 C -1.063 0.661 21.303  0.00
23 N -2.212 2.460 24.712  0.00
24 H -1.762 0.818 26.819  0.00
25 H -0.273 1.647 26.759  0.00
26 H -0.383 0.049 26.066  0.00
27 H -0.231 2.453 24.716  0.00
28 H -1.667 -0.038 23.573  0.00
29 H 0.008 0.101 23.590  0.00
30 H -1.527 1.109 20.424  0.00
31 H -1.617 -0.277 21.343  0.00
32 H -0.068 0.373 20.963  0.00
33 H -2.171 3.026 23.877  0.00
34 H -2.966 1.796 24.605  0.00
35 C -1.779 -1.723 18.912  0.00
36 C -1.557 -3.251 19.164  0.00
37 C -0.504 -3.968 18.269  0.00
38 O 0.012 -5.249 18.678  0.00
39 C -1.014 -6.283 18.789  0.00
40 N -0.992 -3.204 20.521  0.00
41 H -2.238 -1.496 17.950  0.00
42 H -0.789 -1.282 18.795  0.00
43 H -2.470 -1.261 19.618  0.00
44 H -2.460 -3.857 19.233  0.00
45 H 0.353 -3.301 18.180  0.00
46 H -0.910 -4.135 17.271  0.00
47 H -1.911 -6.093 19.377  0.00
48 H -0.560 -7.197 19.172  0.00
49 H -1.306 -6.628 17.796  0.00
50 H -0.165 -2.625 20.534  0.00
51 H -0.782 -4.148 20.813  0.00
52 C 3.120 -1.340 21.936  0.00
53 C 4.500 -1.072 21.350  0.00
54 C 4.460 0.107 20.367  0.00
55 O 3.255 0.136 19.551  0.00
56 C 3.379 -0.768 18.384  0.00
57 N 5.440 -0.941 22.443  0.00
58 H 3.292 -1.952 22.822  0.00
59 H 2.443 -1.742 21.183  0.00
60 H 2.572 -0.433 22.190  0.00
61 H 4.667 -2.064 20.931  0.00
62 H 5.310 -0.002 19.693  0.00
63 H 4.633 1.126 20.712  0.00
64 H 3.756 -1.740 18.701  0.00
65 H 4.095 -0.350 17.676  0.00
66 H 2.419 -0.986 17.915  0.00
67 H 5.103 -1.627 23.103  0.00
68 H 5.204 -0.136 23.005  0.00
69 C -0.613 5.384 23.264  0.00
70 C -1.118 5.087 21.803  0.00
71 C 0.031 4.437 20.951  0.00
72 O -0.442 4.367 19.614  0.00
73 C 0.595 3.927 18.774  0.00
74 N -2.300 4.338 21.820  0.00
75 H -1.478 5.721 23.836  0.00
76 H 0.159 6.153 23.222  0.00
77 H -0.250 4.468 23.730  0.00
78 H -1.305 6.096 21.435  0.00
79 H 0.144 3.412 21.304  0.00
80 H 0.927 5.052 20.865  0.00
81 H 0.250 3.777 17.752  0.00
82 H 1.085 2.983 19.011  0.00
83 H 1.357 4.706 18.794  0.00
84 H -2.638 4.191 20.880  0.00
85 H -1.993 3.436 22.156  0.00
86 C 3.982 5.039 22.687  0.05
87 C 4.753 4.788 23.883  0.06
88 C 4.078 5.389 25.157  0.00
89 C 2.777 4.706 25.609  0.00
90 C 3.087 3.232 25.866  0.00
91 C 3.873 2.498 24.703  0.04
92 N 4.949 3.383 24.123  0.64
93 O 5.662 2.731 23.084  0.10
94 C 4.637 1.388 25.434  0.02
95 C 2.808 2.058 23.688  0.04
96 C 6.075 5.572 23.770  0.02
97 H 2.996 4.578 22.739  0.00
98 H 4.406 4.574 21.797  0.00
99 H 3.932 6.109 22.483  0.01
100 H 4.709 5.214 26.029  0.00
101 H 3.886 6.456 25.045  0.00
102 H 2.067 4.865 24.797  0.00
103 H 2.330 5.250 26.441  0.00
104 H 2.124 2.768 26.078  0.00
105 H 3.624 3.092 26.805  0.00
106 H 5.434 1.856 26.011  0.00
107 H 3.978 0.825 26.095  0.00
108 H 5.130 0.615 24.845  0.00
109 H 1.863 2.599 23.646  0.00
110 H 3.168 2.004 22.660  0.00
111 H 2.602 1.005 23.881  0.00
112 H 6.701 5.449 24.654  0.00
113 H 5.793 6.616 23.631  0.00
114 H 6.765 5.251 22.989  0.00
115 H 6.553 2.749 23.441  0.01
116 C -2.037 5.698 28.252  0.00
117 C -1.822 5.073 26.924  0.00
118 O -0.690 4.198 27.136  0.00
119 H -2.014 4.775 28.831  0.00
120 H -2.959 6.274 28.336  0.00
121 H -1.235 6.304 28.673  0.00
122 H -1.470 5.811 26.203  0.00
123 H -2.697 4.513 26.593  0.00
124 H -0.653 3.485 26.493  0.00

Summary:
Net charge: +1
HOMO level (alpha / beta): -10.631 / -10.631 eV
Calculated total energy: -2083.765057 hartree
Multiplicity: 2
Frontier orbital gap (alpha / beta): 8.04 / 3.69 eV
⟨S²⟩: 0.7540
E_LUMO (alpha / beta): -0.095 / -0.255 Eh
Strongest force on any atom: 4.31 eV/A